The following is a DFT calculation (the ωB97M-V functional and the def2-TZVPD basis) of a structure of composition C23H49AuN4OP3 in a non-equilibrium geometry.

```
81
Properties=species:S:1:pos:R:3:mulliken_charge:R:1
Au -1.98911 -0.47110 -0.41471 0.74
P -2.78381 0.78925 1.33982 0.65
P -2.35105 -2.86877 -0.36426 0.63
P -2.13808 0.44586 -2.54336 0.54
H 6.25223 3.92998 -2.18331 0.27
C 5.46707 4.61504 -2.55075 -0.56
C 4.86486 5.48727 -1.73968 -0.60
H 5.12014 5.51812 -0.68736 0.27
C -2.02222 0.84583 2.96612 -1.12
C -4.47644 0.21376 1.62311 -1.21
C -2.86374 2.51754 0.82838 -1.18
C -1.34369 -3.83411 -1.54338 -1.12
C -2.22974 -3.74159 1.23624 -1.21
C -4.09525 -3.05569 -0.88075 -1.07
C -1.45261 2.10558 -2.63276 -0.78
C -3.94086 0.51615 -2.79079 -1.18
C -1.38049 -0.62501 -3.78774 -1.10
H 5.30484 4.60308 -3.63743 0.35
H 4.14091 6.20541 -2.10467 0.36
H -0.98855 1.19995 2.88164 0.21
H -2.03181 -0.14675 3.43257 0.38
H -2.57659 1.53951 3.62384 0.62
H -4.46166 -0.83739 1.94636 0.35
H -5.06121 0.25012 0.69452 0.33
H -4.98434 0.81117 2.38859 0.45
H -1.85844 2.86772 0.58372 0.14
H -3.27803 3.13540 1.63169 0.53
H -3.48943 2.62078 -0.06380 0.36
H -1.76162 -4.83632 -1.71964 0.48
H -0.33001 -3.94992 -1.12366 0.32
H -1.27478 -3.30206 -2.50297 0.18
H -2.91872 -4.59832 1.27217 0.54
H -2.48903 -3.04178 2.04440 0.36
H -1.20388 -4.11341 1.38954 0.28
H -4.22349 -3.84380 -1.63473 0.43
H -4.43808 -2.09798 -1.30256 0.19
H -4.72009 -3.29674 -0.00911 0.42
H -1.97761 2.72561 -3.36106 0.58
H -0.39214 2.06764 -2.89695 0.19
H -1.52111 2.58821 -1.65212 0.11
H -4.24101 1.25284 -3.54265 0.49
H -4.41659 0.79362 -1.84076 0.34
H -4.34724 -0.46065 -3.08242 0.37
H -1.44991 -0.22064 -4.80068 0.48
H -1.83639 -1.62206 -3.78469 0.31
H -0.31946 -0.73571 -3.53849 0.33
C 1.43070 2.12160 -0.47337 0.42
C 1.94247 1.16063 -1.45292 0.42
C 2.76275 1.57187 -2.50349 -1.00
C 2.90308 2.93574 -2.77568 -0.44
C 2.30090 3.88697 -1.94441 -0.65
C 1.58418 3.51469 -0.83457 -0.51
O 0.90556 1.81175 0.63490 -0.55
H 0.53686 -0.45069 1.02423 -0.40
H 1.70253 0.10649 -1.28339 0.29
H 3.27662 0.83141 -3.13167 0.47
H 3.53663 3.30567 -3.59039 0.49
H 2.45069 4.95866 -2.10962 0.53
H 1.10677 4.22950 -0.15872 0.48
C 2.36457 -0.07205 1.98180 -0.72
N 1.21667 -0.99738 1.58820 1.08
C 0.53030 -1.55000 2.81603 -0.21
N 1.49819 -2.22639 3.66573 0.14
C 2.55653 -1.24088 4.02214 -0.62
N 3.30979 -0.77782 2.83413 0.15
C 3.82862 -1.91792 2.04570 -0.69
N 2.76266 -2.88200 1.68073 0.13
C 1.78041 -2.22930 0.82650 -0.46
C 2.09315 -3.34836 2.91577 -0.69
H 1.95230 0.78636 2.51284 0.30
H 2.84939 0.23814 1.05169 0.18
H -0.23971 -2.25541 2.47959 -0.20
H 0.07166 -0.72336 3.36044 0.19
H 3.24774 -1.71284 4.72013 0.34
H 2.07550 -0.35784 4.47662 0.35
H 4.29904 -1.50858 1.13464 0.34
H 4.56345 -2.44853 2.65666 0.33
H 0.92110 -2.89816 0.62527 0.03
H 2.24774 -1.91841 -0.11547 0.36
H 2.84441 -3.83639 3.53309 0.36
H 1.29501 -4.05284 2.62142 0.32
```

E_HOMO (alpha / beta)   -15.6 / -15.7 eV
Total charge   +3
Molecular weight   687.6 g/mol
E   -2358.78246 Eh
Orbital gap (alpha / beta)   0.252 / 0.130 Eh
Spin multiplicity   3
⟨S²⟩   2.042

***

The following is a DFT calculation (the ωB97M-V functional and the def2-TZVPD basis) of a structure of composition C23H49CuN2O3P2SSi in a non-equilibrium geometry.

```
82
Properties=species:S:1:pos:R:3:mulliken_charge:R:1
Cu 13.11112 12.21180 8.16381 -1.01
C 15.29582 11.36270 11.56326 -1.02
P 16.21089 11.90320 9.97142 0.55
C 17.84866 12.05123 10.78160 -1.44
C 15.83193 13.70609 9.98154 -1.31
C 15.62551 14.36916 8.61860 -0.82
P 13.99458 14.17657 7.82241 1.21
C 12.96083 15.53326 8.39817 -1.37
C 14.40080 14.82200 6.09346 -1.35
H 15.02687 12.12766 12.30916 0.44
H 16.02180 10.71584 12.10612 0.41
H 14.24679 11.12952 11.23600 0.02
H 17.83956 12.50395 11.77666 0.40
H 18.59566 12.56826 10.16488 0.37
H 18.11907 10.99840 10.97957 0.43
H 16.64956 14.16343 10.42202 0.71
H 15.00488 13.84692 10.67560 0.41
H 16.29635 13.91616 7.87894 0.32
H 15.90734 15.41161 8.74782 0.56
H 13.50260 16.48803 8.46214 0.47
H 12.45621 15.26649 9.33391 0.35
H 12.09326 15.68630 7.72094 0.31
H 14.91470 15.77306 6.31849 0.47
H 13.40637 14.98676 5.51248 0.31
H 15.13826 14.21696 5.59058 0.39
C 10.61308 8.43901 7.24186 -1.27
C 10.06358 8.57318 8.62534 1.82
C 10.56905 7.44485 9.56840 -1.32
C 8.52682 8.52483 8.58841 -1.53
O 10.56815 9.78301 9.16310 0.20
Si 10.33800 11.41568 8.90295 -0.04
S 11.66569 12.49687 10.00924 -0.97
O 8.70574 11.79839 9.15782 -0.36
C 8.18857 12.25861 10.40517 1.60
C 8.80801 11.57322 11.59992 -1.16
C 6.65661 11.90150 10.42525 -1.56
C 8.40970 13.74328 10.52072 -1.56
O 10.45535 11.66843 7.24045 0.86
C 9.87663 12.60233 6.32573 1.69
C 9.53886 13.92717 6.97763 -0.77
C 8.66369 11.92302 5.75600 -1.73
C 10.92706 12.78927 5.23200 -1.17
H 10.32239 7.39654 6.99421 0.63
H 11.65490 8.57882 7.22671 0.00
H 10.11353 9.00793 6.43372 0.05
H 10.43811 6.45949 9.07733 0.34
H 10.06576 7.52530 10.50674 0.43
H 11.62813 7.51373 9.81173 -0.04
H 8.23231 7.58432 8.07208 0.44
H 8.04600 9.42901 8.17544 0.16
H 8.09735 8.39625 9.56272 0.36
H 8.68417 10.42415 11.44864 0.12
H 8.26001 11.77476 12.51971 0.59
H 9.91365 11.68510 11.75354 0.10
H 6.71588 10.74721 10.47848 0.27
H 6.25259 12.29174 9.56609 0.44
H 6.15080 12.28022 11.41754 0.32
H 9.47261 14.13624 10.56626 0.07
H 7.98672 14.18527 11.39495 0.56
H 7.94245 14.32530 9.70248 0.33
H 8.67991 13.85024 7.69062 -0.11
H 9.16240 14.72718 6.31495 0.52
H 10.41950 14.25955 7.59235 -0.20
H 7.79157 12.17808 6.29629 0.37
H 8.82985 10.87490 5.83806 0.14
H 8.55152 12.16585 4.70700 0.48
H 11.74446 13.37046 5.69406 -0.13
H 10.41044 13.29229 4.33000 0.45
H 11.37859 11.84342 4.84609 0.25
N 15.83551 6.76219 8.78557 -0.44
C 15.13695 7.85904 8.43638 0.62
C 15.47159 8.73400 7.36396 -0.64
C 14.89965 9.92617 7.20640 -0.98
N 13.94027 10.38266 8.07681 1.30
C 13.60821 9.57478 9.09363 -0.43
C 14.14410 8.33843 9.29182 -1.01
H 16.50721 6.21154 8.33048 0.16
H 15.60319 6.40002 9.70013 0.19
H 16.29657 8.39993 6.73033 0.31
H 15.16534 10.53858 6.38550 0.53
H 12.94106 10.03100 9.82961 0.66
H 13.79456 7.76636 10.14291 0.26
```

E_HOMO   -7.3 eV
Molecular weight   587.3 g/mol
E   -4252.04083 Eh
Orbital gap   0.290 Eh
Spin multiplicity   1

***

Look up the molecular weight of the second one. 587.3 g/mol

***

What is the molecular weight in the second record? 587.3 g/mol

***

Which of these has the highest molecular weight? C23H49AuN4OP3